No. 1
{
  "formula": "C35H27BrN7O4S3Sc",
  "method": "ωB97M-V with the def2-TZVPD basis set",
  "species": ["Sc", "C", "C", "N", "N", "C", "S", "N", "N", "H", "H", "H", "H", "H", "H", "Br", "C", "C", "C", "C", "C", "C", "C", "C", "C", "C", "H", "H", "H", "H", "H", "H", "O", "S", "O", "N", "C", "S", "C", "C", "C", "C", "C", "C", "H", "H", "H", "H", "O", "C", "N", "C", "C", "O", "N", "C", "C", "C", "C", "C", "C", "C", "C", "C", "C", "C", "C", "H", "H", "H", "H", "H", "H", "H", "H", "H", "H", "H"],
  "xyz": [[-1.31, 0.00, -0.03], [3.22, -3.40, -1.70], [2.27, -3.49, -0.57], [2.39, -4.23, 0.48], [1.29, -3.92, 1.24], [0.50, -2.99, 0.69], [-0.92, -2.36, 1.31], [1.12, -2.73, -0.49], [0.65, -1.79, -1.40], [4.02, -4.12, -1.56], [3.64, -2.40, -1.75], [2.70, -3.61, -2.64], [1.14, -4.35, 2.13], [0.18, -2.26, -2.18], [1.44, -1.22, -1.70], [-1.89, 3.07, 0.63], [-3.46, 2.59, 1.64], [-4.02, 3.59, 2.38], [-5.21, 3.35, 3.10], [-5.80, 2.12, 3.01], [-5.23, 1.08, 2.23], [-5.88, -0.17, 2.14], [-5.34, -1.16, 1.38], [-4.11, -0.96, 0.71], [-3.40, 0.23, 0.77], [-4.00, 1.29, 1.53], [-3.56, 4.57, 2.42], [-5.65, 4.14, 3.69], [-6.72, 1.91, 3.54], [-6.81, -0.31, 2.67], [-5.83, -2.12, 1.29], [-3.74, -1.79, 0.14], [-3.40, -3.05, -1.63], [-2.55, -2.33, -2.53], [-1.40, -3.05, -3.05], [-2.05, -0.87, -1.91], [-2.30, 0.11, -2.78], [-1.67, 1.63, -2.54], [-3.17, -0.27, -3.90], [-3.74, 0.55, -4.86], [-4.58, -0.02, -5.80], [-4.84, -1.39, -5.79], [-4.28, -2.22, -4.83], [-3.45, -1.63, -3.90], [-3.53, 1.61, -4.85], [-5.04, 0.60, -6.56], [-5.51, -1.81, -6.53], [-4.48, -3.28, -4.81], [-0.48, 0.74, 1.91], [0.67, 0.80, 1.45], [1.79, 1.16, 2.11], [2.96, 1.05, 1.24], [2.27, 0.45, -0.02], [2.87, 0.04, -1.00], [0.93, 0.44, 0.17], [3.97, 0.07, 1.83], [3.68, -1.29, 1.80], [4.56, -2.22, 2.35], [5.74, -1.78, 2.95], [6.02, -0.43, 3.00], [5.14, 0.49, 2.44], [3.56, 2.39, 0.86], [4.60, 2.43, -0.06], [5.18, 3.64, -0.41], [4.73, 4.82, 0.16], [3.68, 4.79, 1.06], [3.09, 3.58, 1.41], [1.81, 1.45, 3.07], [2.76, -1.63, 1.35], [4.33, -3.27, 2.29], [6.43, -2.50, 3.37], [6.93, -0.08, 3.48], [5.38, 1.55, 2.49], [4.94, 1.51, -0.51], [5.99, 3.65, -1.13], [5.20, 5.76, -0.10], [3.31, 5.71, 1.50], [2.25, 3.57, 2.10]],
  "lowdin_charge": [0.817, 0.015, -0.329, 0.128, 0.036, -0.738, 0.751, -0.065, 0.112, 0.090, 0.081, 0.092, 0.156, 0.070, 0.082, 0.824, -0.540, -0.139, -0.084, -0.042, -0.168, -0.043, -0.072, -0.149, -0.178, -0.214, 0.094, 0.103, 0.110, 0.109, 0.106, 0.039, -0.280, 0.673, -0.304, -0.243, -0.829, 0.704, -0.224, -0.012, -0.054, -0.058, -0.026, -0.200, 0.108, 0.109, 0.109, 0.125, -0.121, -0.606, 0.188, -0.250, -0.415, 0.062, 0.096, -0.130, -0.017, -0.070, -0.083, -0.073, -0.020, -0.157, -0.030, -0.068, -0.087, -0.077, -0.022, 0.171, 0.095, 0.094, 0.103, 0.104, 0.118, 0.122, 0.105, 0.102, 0.104, 0.109],
  "energy_ha": -6563.70210,
  "homo_ev": -7.69,
  "gap_ev": 7.23,
  "lumo_energy_ev": -0.460
}



No. 2
{
  "formula": "C35H27F5N4PW",
  "method": "ωB97M-V with the def2-TZVPD basis set",
  "species": ["W", "F", "C", "C", "C", "C", "C", "F", "C", "C", "C", "C", "C", "C", "N", "H", "H", "H", "H", "H", "H", "N", "C", "C", "C", "C", "C", "N", "H", "H", "H", "H", "H", "H", "N", "P", "C", "C", "C", "C", "C", "C", "C", "C", "C", "C", "C", "C", "C", "C", "C", "C", "C", "C", "H", "H", "H", "H", "H", "H", "H", "H", "H", "H", "H", "H", "H", "H", "H", "F", "C", "F", "F"],
  "xyz": [[0.98, 0.62, -1.62], [4.82, 1.12, 2.22], [4.12, 0.30, 1.42], [3.29, 0.85, 0.46], [2.55, 0.01, -0.36], [2.68, -1.39, -0.23], [3.51, -1.89, 0.77], [3.64, -3.21, 0.96], [4.24, -1.06, 1.61], [1.92, -2.21, -1.19], [2.08, -3.57, -1.42], [1.36, -4.18, -2.44], [0.49, -3.42, -3.20], [0.36, -2.08, -2.92], [1.05, -1.49, -1.94], [3.23, 1.93, 0.38], [4.88, -1.48, 2.37], [2.77, -4.14, -0.82], [1.49, -5.24, -2.63], [-0.08, -3.86, -4.01], [-0.31, -1.44, -3.49], [0.01, 3.44, 0.13], [1.01, 3.74, -0.72], [1.59, 5.02, -0.72], [2.57, 5.32, -1.63], [2.99, 4.35, -2.55], [2.40, 3.13, -2.49], [1.44, 2.79, -1.59], [-0.23, 4.08, 0.86], [-0.38, 2.50, 0.11], [1.24, 5.76, -0.01], [3.01, 6.31, -1.64], [3.75, 4.56, -3.28], [2.68, 2.34, -3.18], [-0.57, 0.61, -0.56], [-1.34, -0.21, 0.57], [-1.04, 0.61, 2.15], [0.28, 0.82, 2.57], [0.54, 1.50, 3.75], [-0.52, 1.99, 4.51], [-1.83, 1.80, 4.10], [-2.09, 1.11, 2.92], [-3.10, -0.18, 0.27], [-3.96, -1.05, 0.95], [-5.32, -0.99, 0.73], [-5.84, -0.06, -0.17], [-4.99, 0.81, -0.85], [-3.62, 0.75, -0.63], [-0.89, -1.94, 0.76], [-0.04, -2.40, 1.78], [0.30, -3.74, 1.85], [-0.20, -4.64, 0.92], [-1.05, -4.19, -0.09], [-1.38, -2.85, -0.18], [1.10, 0.46, 1.97], [1.56, 1.66, 4.07], [-0.31, 2.53, 5.43], [-2.65, 2.19, 4.69], [-3.12, 0.97, 2.60], [-3.56, -1.78, 1.64], [-5.99, -1.66, 1.25], [-6.91, -0.01, -0.34], [-5.40, 1.53, -1.54], [-2.95, 1.42, -1.15], [0.34, -1.71, 2.52], [0.95, -4.09, 2.64], [0.06, -5.68, 0.98], [-1.45, -4.89, -0.81], [-2.05, -2.51, -0.96], [-1.93, 0.92, -3.57], [-1.83, 1.83, -4.50], [-1.31, 2.86, -3.89], [0.99, 0.72, -3.55]],
  "lowdin_charge": [1.574, 0.086, -0.271, -0.048, -0.229, -0.133, -0.212, 0.080, 0.090, -0.195, 0.014, -0.036, -0.038, -0.110, -0.067, 0.108, 0.142, 0.118, 0.122, 0.118, 0.109, 0.168, -0.363, -0.006, -0.043, -0.056, -0.136, -0.053, 0.114, 0.031, 0.119, 0.119, 0.112, 0.104, -0.407, 0.859, -0.288, -0.102, -0.060, -0.063, -0.062, -0.058, -0.318, -0.086, -0.061, -0.060, -0.061, -0.077, -0.289, -0.064, -0.062, -0.064, -0.072, -0.093, 0.084, 0.112, 0.112, 0.112, 0.103, 0.118, 0.112, 0.112, 0.111, 0.084, 0.100, 0.114, 0.115, 0.115, 0.118, 0.011, -0.063, 0.045, -0.460],
  "spin_multiplicity": 3,
  "energy_ha": -2476.58486,
  "homo_ev": [-9.39, -11.35],
  "gap_ev": [6.36, 8.24],
  "charge": 1,
  "lumo_energy_ev": [-3.032, -3.115]
}